Computed, not measured: C26H24BrN4O2Re as an isolated structure, with ωB97M-V with the def2-TZVPD basis set.

Computed properties:
⟨S²⟩ ... 3.770
E_LUMO (spin up / spin down) ... -8.8 / -11.0 eV
E ... -4026.11765 a.u.
Spin multiplicity ... 4
Orbital gap (spin up / spin down) ... 7.38 / 5.17 eV
Total charge ... +3
ΔE to the lowest compared entry with this formula, charge and spin ... 0.000 eV
HOMO (spin up / spin down) ... -16.17 / -16.16 eV

Positions of all 58 atoms, in Å:
Re -0.019083 0.187127 0.089003
C 0.842305 2.811382 -1.153744
C 2.102700 2.759941 -0.306387
C 2.810473 1.429475 -0.235646
C 4.189051 1.401724 -0.350853
C 4.880967 0.205695 -0.257469
C 4.164572 -0.962978 -0.045314
C 2.797856 -0.887592 0.055877
N 2.111327 0.281389 -0.037708
N -0.352884 2.230838 -0.454703
C -0.724156 3.039055 0.761885
C -0.254667 2.403553 2.041602
C -0.179750 3.090873 3.235038
C 0.193613 2.404728 4.383564
C 0.490268 1.047887 4.309620
C 0.410469 0.418812 3.089529
N 0.040113 1.087941 1.975056
C -1.521085 2.190694 -1.399392
C -2.592388 1.316661 -0.805669
C -3.939257 1.488581 -1.030179
C -4.834487 0.589249 -0.459419
C -4.354715 -0.447048 0.329829
C -2.995333 -0.563586 0.523945
N -2.128325 0.303219 -0.037688
H 0.976038 2.257581 -2.084978
H 0.603982 3.845100 -1.413511
H 1.909656 3.125654 0.707384
H 2.802637 3.477016 -0.734021
H 4.720499 2.328783 -0.516972
H 5.959119 0.187493 -0.349431
H 4.653362 -1.923032 0.039899
H 2.215069 -1.779156 0.230999
H -1.812470 3.118077 0.796348
H -0.333424 4.051951 0.655319
H -0.414471 4.146794 3.270102
H 0.254154 2.926213 5.330189
H 0.783987 0.486434 5.185207
H 0.637041 -0.633757 2.969274
H -1.171747 1.769700 -2.345705
H -1.880090 3.202385 -1.595999
H -4.288315 2.308329 -1.644040
H -5.897846 0.703546 -0.625929
H -5.023576 -1.158499 0.793120
H -2.568222 -1.352524 1.128643
Br -0.287736 -5.156634 -5.088791
C -0.272009 -4.875724 -3.238734
C -0.321697 -5.964929 -2.365088
C -0.309400 -5.781906 -0.984782
C -0.246810 -4.510186 -0.457571
C -0.197678 -3.415112 -1.337414
C -0.210571 -3.595106 -2.733647
C -0.127333 -2.096258 -0.825503
O -0.085333 -1.795746 0.457746
O -0.078539 -1.015637 -1.549340
H -0.370081 -6.966027 -2.773955
H -0.349065 -6.643119 -0.332711
H -0.236096 -4.354925 0.612698
H -0.170600 -2.744413 -3.399555

Atoms 1-2, force components in eV/Å:
0.004 0.050 0.078
-0.044 -0.002 0.006